P:
Entry from OMol25: 15 unconnected molecules or ions with the total composition H30O15 (wB97M-V/def2-TZVPD).

Results
Net charge   0
Kohn-Sham gap   9.3 eV
HOMO energy   -9.75 eV

Structure (XYZ):
```
45
Properties=species:S:1:pos:R:3:nbo_charge:R:1
O -12.291 19.621 10.395 -0.9466
H -11.986 19.702 11.303 0.4961
H -12.966 20.313 10.296 0.4487
O -12.837 19.007 13.624 -0.9826
H -12.187 19.392 14.195 0.4902
H -13.515 19.654 13.559 0.4774
O -13.818 19.768 16.287 -0.9696
H -13.618 20.719 16.095 0.4840
H -13.061 19.376 16.723 0.4798
O -16.245 19.729 14.799 -0.9461
H -15.789 20.552 14.822 0.4668
H -16.321 19.514 15.708 0.4769
O -9.092 18.589 12.129 -0.9519
H -8.944 18.882 11.237 0.4609
H -9.750 19.193 12.457 0.4769
O -13.783 16.485 12.319 -0.9476
H -13.731 16.099 11.430 0.4786
H -13.051 17.044 12.340 0.4981
O -11.793 16.797 14.996 -0.9740
H -12.644 17.223 14.763 0.4973
H -11.344 17.621 15.054 0.4453
O -15.035 22.176 14.636 -0.9951
H -14.880 23.121 14.479 0.4901
H -14.914 21.683 13.819 0.5064
O -12.276 21.868 15.314 -0.9785
H -12.971 22.132 14.726 0.5070
H -11.496 22.368 15.069 0.4893
O -16.109 17.935 12.510 -0.9617
H -16.461 17.679 11.684 0.4617
H -15.216 17.600 12.479 0.4860
O -14.709 17.257 15.031 -0.9519
H -14.859 17.038 14.113 0.4724
H -14.924 18.132 15.150 0.4798
O -14.910 20.667 12.316 -1.0076
H -14.640 20.806 11.412 0.4849
H -15.622 20.007 12.419 0.5396
O -10.631 20.896 12.610 -0.9570
H -9.968 21.045 11.948 0.4819
H -10.300 21.107 13.474 0.4903
O -10.454 19.193 14.971 -0.9950
H -9.840 18.451 14.811 0.5026
H -10.202 19.579 15.806 0.5092
O -10.866 20.700 17.222 -0.9857
H -11.444 20.624 18.018 0.4846
H -11.494 21.028 16.549 0.4880
```


Q:
Entry from OMol25: 15 unconnected molecules or ions with the total composition H30O15 (wB97M-V/def2-TZVPD).

Results
Net charge   0
Kohn-Sham gap   10.1 eV
HOMO energy   -10.09 eV

Structure (XYZ):
```
45
Properties=species:S:1:pos:R:3:nbo_charge:R:1
H -0.572 -0.699 -0.105 0.4820
H -1.271 0.567 -0.262 0.4764
H 2.204 1.153 -3.463 0.4756
H 3.590 0.459 -3.471 0.4772
H -0.723 -1.919 2.211 0.4578
H -1.740 -2.984 2.021 0.4755
H -4.508 -1.919 -1.439 0.4702
H -5.326 -2.745 -0.351 0.4680
H 3.620 -0.741 1.279 0.4859
H 3.611 -0.060 2.795 0.4748
H 0.095 4.044 -1.823 0.4697
H -0.493 2.717 -1.217 0.4927
H 1.255 -3.359 -2.607 0.4865
H 1.802 -4.686 -1.822 0.4791
H 2.107 2.580 0.189 0.4560
H 1.683 3.743 -0.744 0.4787
H -2.924 1.584 0.911 0.4760
H -1.453 1.672 1.286 0.4669
H 1.570 4.088 1.719 0.4710
H 1.528 2.750 2.400 0.4579
H -0.042 1.031 2.770 0.4773
H 0.642 0.562 1.579 0.4816
H -1.557 -0.398 3.758 0.4774
H -2.952 0.277 4.034 0.4825
H -0.788 -0.039 -3.108 0.4804
H -0.184 0.396 -4.429 0.4719
H 3.164 -2.215 1.948 0.4634
H 1.899 -1.736 1.297 0.4814
H -2.699 -1.696 -2.380 0.4585
H -1.981 -3.049 -2.588 0.4841
O -0.397 0.162 -0.326 -0.9647
O 2.619 0.329 -3.496 -0.9528
O -1.026 -2.492 1.616 -0.9329
O -4.840 -1.963 -0.458 -0.9405
O 3.670 0.065 1.793 -0.9819
O -0.119 3.541 -1.027 -0.9521
O 1.209 -4.379 -2.491 -0.9655
O 2.128 2.910 -0.645 -0.9452
O -2.148 2.148 0.831 -0.9347
O 1.392 3.651 2.622 -0.9302
O 0.538 0.342 2.443 -0.9608
O -2.232 0.226 3.401 -0.9595
O -0.836 0.712 -3.784 -0.9529
O 2.668 -2.285 1.080 -0.9234
O -2.184 -2.345 -1.948 -0.9394
```


Order of stability, best first: P, Q


P:
Entry from OMol25: 2 unconnected molecules or ions with the total composition C3H12NOS (wB97M-V/def2-TZVPD).

Results
Net charge   +1
Kohn-Sham gap   9.7 eV
HOMO energy   -13.13 eV

Structure (XYZ):
```
18
Properties=species:S:1:pos:R:3:nbo_charge:R:1
C -0.713 -1.849 -0.346 -0.6458
C -0.044 -0.622 0.193 -0.0636
C -0.892 0.640 0.064 -0.5129
S -0.071 2.097 0.911 -0.0829
N 0.272 -0.830 1.675 -0.6836
H -0.699 -1.766 -1.434 0.2612
H -1.770 -1.847 -0.067 0.2316
H -0.207 -2.774 -0.074 0.2349
H 0.897 -0.331 -0.281 0.2594
H -0.904 0.885 -0.993 0.2689
H -1.868 0.606 0.538 0.2300
H -0.594 2.948 0.084 0.1672
H 0.361 0.060 2.178 0.4514
H -0.537 -1.230 2.167 0.4335
H 1.043 -1.477 1.824 0.4484
H 2.129 2.403 -1.713 0.4786
H 1.895 1.514 -2.829 0.4773
O 1.704 1.574 -1.896 -0.9536
```


Q:
Entry from OMol25: 2 unconnected molecules or ions with the total composition C3H12NOS (wB97M-V/def2-TZVPD).

Results
Net charge   +1
Kohn-Sham gap   8.4 eV
HOMO energy   -12.29 eV

Structure (XYZ):
```
18
Properties=species:S:1:pos:R:3:nbo_charge:R:1
C -0.202 0.540 1.743 -0.2011
C 0.061 0.595 0.200 -0.4279
C 0.641 -0.687 -0.443 -0.5495
S 0.558 -0.617 -2.251 0.0308
N 1.220 0.806 2.285 -0.7112
H -0.887 1.371 1.806 0.2533
H -0.549 -0.314 2.110 0.2269
H 0.855 1.479 -0.110 0.1939
H -0.986 0.756 -0.142 0.2807
H 0.034 -1.564 -0.335 0.2377
H 1.673 -0.842 -0.025 0.1899
H 1.282 0.612 -1.988 0.1197
H 1.392 1.353 3.275 0.4512
H 1.905 -0.048 2.367 0.4673
H 1.637 1.539 1.824 0.4249
H -2.965 -0.157 -0.605 0.4879
H -3.352 -0.561 0.666 0.4832
O -2.564 -0.260 0.273 -0.9576
```


Order of stability, best first: P, Q